{"formula": "C13H28N2P2RhS", "method": "ωB97M-V/def2-TZVPD", "elements": ["Rh", "H", "H", "P", "P", "C", "H", "H", "H", "C", "H", "H", "H", "C", "H", "H", "H", "C", "H", "H", "H", "C", "H", "H", "H", "C", "H", "H", "H", "H", "H", "N", "C", "N", "C", "C", "C", "C", "C", "C", "S", "H", "H", "H", "H", "H", "H"], "xyz": [[-0.2608, -0.2934, -0.4260], [3.9517, 0.2589, 0.3004], [3.9634, -0.4747, 0.2375], [0.0395, 1.5675, -1.5838], [-0.2050, -2.1041, -1.5148], [-1.4299, -3.2407, -0.7978], [-1.3920, -4.1930, -1.3443], [-1.1843, -3.4174, 0.2538], [-2.3786, -2.6820, -0.8382], [-0.5879, -2.0690, -3.2819], [0.1694, -1.4919, -3.8319], [-0.6764, -3.1113, -3.6216], [-1.5474, -1.5553, -3.3832], [1.2252, -3.2925, -1.4927], [1.5601, -3.5657, -0.4780], [0.9315, -4.2413, -1.9949], [2.1533, -2.8995, -1.9616], [-0.3962, 1.8077, -3.3235], [-0.3312, 2.8698, -3.6074], [0.3309, 1.2548, -3.9287], [-1.4025, 1.4162, -3.5049], [-1.2112, 2.5373, -0.6761], [-1.0489, 2.5016, 0.4080], [-1.2139, 3.5955, -0.9575], [-2.2084, 2.1291, -0.8735], [1.4363, 2.7512, -1.3887], [2.2514, 2.4764, -2.0613], [1.1223, 3.7754, -1.6384], [1.8577, 2.7593, -0.3817], [0.8103, -0.0425, -1.8766], [-1.9622, -0.8048, -1.1684], [0.1293, -2.8082, 1.9227], [-0.2378, -1.5703, 2.3478], [-0.1418, -0.4441, 1.6651], [-0.1286, 0.6933, 2.5036], [0.2988, 2.0200, 2.2577], [0.1347, 2.9256, 3.3100], [-0.4203, 2.6000, 4.5272], [-0.8190, 1.2933, 4.8250], [-0.6127, 0.3280, 3.8326], [-0.9100, -1.3612, 3.9831], [-0.0425, -3.5487, 2.6072], [0.9128, -3.0395, 1.2932], [0.9156, 2.3416, 1.3860], [0.5177, 3.9098, 3.2211], [-0.6158, 3.3747, 5.2810], [-1.3466, 1.0641, 5.7744]], "forces_ev_per_angstrom": [[0.6, 1.1, -1.7], [0.0, 0.2, 0.0], [0.0, -0.2, 0.0], [-0.8, 2.6, 0.2], [0.5, -3.5, -0.7], [-0.2, 0.1, -0.2], [-0.4, 0.2, 0.1], [-0.1, 0.0, -0.3], [0.1, -0.8, -0.1], [-0.2, 0.0, 0.0], [-0.2, -0.4, 0.1], [0.1, 0.4, -0.2], [0.1, -0.2, -0.1], [0.8, -0.1, -0.2], [-0.4, 0.1, -0.2], [0.2, 0.6, 0.2], [-0.7, -0.1, 0.0], [0.2, -0.1, -0.2], [-0.1, -0.3, 0.2], [-0.2, 0.0, 0.0], [0.2, 0.1, 0.0], [-0.9, 0.4, 0.1], [0.0, -0.1, -0.4], [0.1, 0.0, -0.2], [0.2, 0.0, 0.0], [0.5, -0.4, -0.3], [0.0, 0.0, 0.0], [-0.1, -0.4, 0.0], [-0.1, -0.1, -0.1], [-0.8, -0.5, 1.5], [1.6, 1.4, 0.6], [0.3, -1.4, 0.3], [-0.6, -1.7, 1.8], [0.9, 5.5, 0.4], [0.0, -3.7, -1.6], [0.7, 1.4, 0.5], [0.9, -1.0, -2.1], [-1.6, -0.8, 2.1], [-0.2, 0.1, -0.1], [-0.1, 0.5, 1.0], [-0.2, -0.1, 0.1], [0.2, 0.4, -0.4], [-0.4, 0.8, 0.6], [-0.9, -0.6, 0.8], [0.3, 0.8, -0.4], [0.2, -0.3, -0.5], [0.7, 0.0, -0.7]], "lumo_ev": [-2.35, -6.04], "homo_energy_ev": [-7.782, -11.709], "multiplicity": 5, "total_charge": 1, "s_squared": 6.029, "gap_ev": [5.43, 5.67]}